Entry from the OMol25 dataset: a single C5H12O2 molecule (the ωB97M-V functional and the def2-TZVPD basis).

Cartesian coordinates (Å):
H1 -1.93301 -1.11829 1.39009
H2 1.47983 -0.84604 -3.07994
C1 0.97716 0.35136 -0.87128
C2 -1.62601 1.03601 1.56776
H3 -1.12305 0.97573 2.54661
H4 2.90129 -1.73017 -2.45118
H5 0.15204 0.31473 -1.60033
C3 2.31394 -0.81390 -2.36000
H6 2.94854 0.05177 -2.60670
H7 -3.29240 -0.23996 2.09870
H8 -2.24033 1.94303 1.55853
C4 0.36788 0.28478 0.51540
O1 -0.67937 1.22525 0.53714
C5 -2.50541 -0.18647 1.34061
H9 1.50827 1.30567 -1.02025
O2 1.83962 -0.74356 -1.04124
H10 -2.97340 -0.12939 0.35338
H11 0.00620 -0.73921 0.67808
H12 1.11116 0.50427 1.29677

Properties
HOMO-LUMO gap = 0.3996 hartree
Structure (SMILES) = CCOCCOC
Calculated total energy = -348.14423 Ha
Energy above the lowest of the compared OMol25 structures with the same formula, charge and spin = 38.0 kcal per mole
2S+1 = 1
LUMO = 1.110 eV
HOMO = -9.763 eV